No. 1
17
Properties=species:S:1:pos:R:3 method="wB97M-V/def2-TZVPD" lumo_energy_ev=1.08 orbital_gap_ha=0.3762 e_tot_ha=-309.74077 homo_ev=-9.156 smiles=CO[C@@H]1[C@@H]2CC[C@@H]21 e_above_lowest_kj_mol=266.76
C 2.14 0.32 0.48
O 1.29 -0.64 1.06
C 0.38 -1.10 0.06
C -1.08 -1.11 0.16
C -1.77 0.20 0.46
C -0.86 1.04 -0.44
C -0.13 -0.19 -0.97
H 3.12 -0.07 0.18
H 2.25 1.19 1.14
H 1.64 0.67 -0.44
H 0.72 -2.04 -0.39
H -1.62 -2.05 0.33
H -2.78 0.17 0.04
H -1.84 0.50 1.51
H -1.40 1.53 -1.26
H -0.28 1.80 0.09
H 0.23 -0.21 -2.01

***

No. 2
18
Properties=species:S:1:pos:R:3 method="wB97M-V/def2-TZVPD" lumo_energy_ev=0.60 orbital_gap_ha=0.3618 e_tot_ha=-385.05668 homo_ev=-9.242 smiles=c1ccccc1.O.O e_above_lowest_kj_mol=120.04
C 1.27 1.61 0.46
C 1.09 0.98 1.67
C -0.15 1.04 2.33
C -1.18 1.51 1.59
C -1.04 2.13 0.33
C 0.27 2.30 -0.11
H 2.27 1.53 -0.08
H 1.80 0.38 2.17
H -0.19 0.93 3.45
H -2.13 1.38 2.02
H -1.89 2.35 -0.15
H 0.39 2.76 -1.02
H 1.49 -4.04 -1.83
H 0.30 -3.38 -0.98
O 0.74 -4.28 -1.24
H -1.53 -1.87 -2.62
H -0.79 -2.98 -3.34
O -0.71 -2.34 -2.63

***

No. 3
18
Properties=species:S:1:pos:R:3 method="wB97M-V/def2-TZVPD" lumo_energy_ev=0.99 orbital_gap_ha=0.3655 e_tot_ha=-384.93010 homo_ev=-8.953 smiles=CC[C@@H]1O[C@H]2C[C@H]2O1 e_above_lowest_kj_mol=452.38
C 1.11 -2.00 0.70
C 0.64 -1.65 -0.77
C -0.16 -0.25 -0.83
C -1.10 1.16 0.83
C -1.15 2.32 -0.31
C 0.11 1.68 0.13
H 2.08 -1.44 0.98
H 0.46 -1.48 1.65
H 1.14 -3.16 0.91
H 1.50 -1.71 -1.41
H -0.36 -2.33 -0.98
H -0.74 -0.19 -1.83
H -1.03 0.85 1.96
H -1.47 3.43 0.07
H -1.40 1.85 -1.21
H 0.93 2.26 0.65
O -1.22 -0.10 0.14
O 0.67 0.76 -0.68

***

No. 4
18
Properties=species:S:1:pos:R:3 method="wB97M-V/def2-TZVPD" lumo_energy_ev=0.72 orbital_gap_ha=0.3734 e_tot_ha=-384.97117 homo_ev=-9.445 smiles="C[C@@H]1O[C@@H]1C.C=C=O" e_above_lowest_kj_mol=344.53
C 3.99 0.07 0.10
C -1.00 0.80 0.43
C 0.06 -0.17 0.01
C 4.05 1.32 -0.26
C -2.38 0.24 0.41
C -0.11 -1.68 0.01
O 4.00 -1.01 0.59
O -0.07 0.36 1.32
H -0.99 1.80 0.25
H 3.52 1.66 -1.08
H 1.03 0.11 -0.41
H 4.48 2.07 0.43
H -2.82 0.23 -0.52
H -3.02 0.78 0.96
H -2.42 -0.68 0.93
H -0.73 -1.93 -0.94
H -0.70 -2.03 0.98
H 0.95 -2.02 -0.08

***

No. 5
18
Properties=species:S:1:pos:R:3 method="wB97M-V/def2-TZVPD" lumo_energy_ev=0.77 orbital_gap_ha=0.3910 e_tot_ha=-385.03761 homo_ev=-9.870 e_above_lowest_kj_mol=170.09
C -0.91 0.56 0.36
C 0.60 0.87 0.39
C 1.15 0.34 -0.95
C 0.67 -0.96 -0.44
C 1.18 -0.44 0.91
C -0.90 -0.73 -0.47
H -1.75 2.39 0.27
H -1.23 0.39 1.40
H 0.83 1.86 0.79
H 2.24 0.45 -0.94
H 0.77 0.68 -1.94
H 1.00 -1.90 -0.97
H 2.28 -0.46 0.96
H 0.85 -0.80 1.89
H -1.09 -0.58 -1.55
H -2.46 -1.48 0.44
O -1.62 1.59 -0.25
O -1.60 -1.78 0.09

***

No. 6
18
Properties=species:S:1:pos:R:3 method="wB97M-V/def2-TZVPD" lumo_energy_ev=1.02 orbital_gap_ha=0.3905 e_tot_ha=-385.04548 homo_ev=-9.602 smiles=C[C@@]12CC[C@@H](CO1)O2 e_above_lowest_kj_mol=149.42
C -2.14 0.74 0.02
C -0.70 0.21 0.08
C -0.22 0.15 -1.41
C 1.08 -0.61 -1.18
C 1.01 -0.94 0.38
C 1.29 0.35 1.02
H -2.02 1.83 0.10
H -2.58 0.39 0.92
H -2.79 0.39 -0.82
H -0.16 1.11 -1.89
H -0.82 -0.38 -2.08
H 1.25 -1.57 -1.74
H 1.96 -0.13 -1.50
H 1.61 -1.82 0.80
H 1.56 0.14 2.08
H 2.17 0.88 0.59
O 0.09 1.10 0.74
O -0.36 -1.13 0.52

***

No. 7
18
Properties=species:S:1:pos:R:3 method="wB97M-V/def2-TZVPD" lumo_energy_ev=0.86 orbital_gap_ha=0.4130 e_tot_ha=-385.04191 homo_ev=-10.382 smiles="C[C@@H](C(=O)O)C1CC1" e_above_lowest_kj_mol=158.80
C 1.32 1.62 0.11
C 0.51 0.55 -0.44
C -0.99 0.48 -0.11
C -1.77 -0.68 -0.66
C -1.63 -0.52 0.85
C 1.08 -0.75 0.16
H 1.49 1.25 1.21
H 2.34 1.58 -0.30
H 1.05 2.69 0.04
H 0.64 0.51 -1.44
H -1.39 1.51 -0.28
H -2.85 -0.46 -0.92
H -1.25 -1.54 -1.00
H -0.84 -1.24 1.21
H -2.55 -0.29 1.49
H 2.03 -2.19 -0.36
O 1.59 -1.52 -0.85
O 1.21 -1.02 1.28

***

No. 8
18
Properties=species:S:1:pos:R:3 method="wB97M-V/def2-TZVPD" lumo_energy_ev=1.06 orbital_gap_ha=0.3947 e_tot_ha=-384.94268 homo_ev=-9.681 e_above_lowest_kj_mol=419.32
C -1.46 0.62 -0.39
C -1.09 -0.78 0.27
C 0.30 -0.70 1.06
C 1.73 -1.05 0.42
C 0.83 0.63 -0.38
C -0.23 1.55 -0.95
H -2.14 0.49 -1.24
H -1.94 1.22 0.39
H -1.85 -1.01 0.97
H -1.09 -1.59 -0.47
H 0.21 -1.07 2.08
H 1.70 -1.90 -0.29
H 2.47 -1.26 1.21
H 0.42 -0.25 -0.89
H -0.23 1.59 -2.03
H -0.27 2.58 -0.54
O 2.17 0.19 -0.26
O 0.46 0.71 1.05

***

No. 9
19
Properties=species:S:1:pos:R:3 method="wB97M-V/def2-TZVPD" lumo_energy_ev=3.30 charge=-1 orbital_gap_ha=0.2974 e_tot_ha=-726.48101 homo_ev=-4.796 smiles="CCCCC#C[P@@H](=O)[O-]" e_above_lowest_kj_mol=181.49
C 0.85 0.82 -0.19
C 1.99 0.42 -0.25
C -0.37 1.49 0.18
C -1.32 -1.53 -0.58
C -1.51 0.66 0.82
C -2.23 -0.36 -0.13
O 4.38 1.07 0.50
O 3.79 -1.42 0.57
P 3.68 -0.06 -0.10
H -1.90 -2.13 -1.24
H -0.10 2.25 0.98
H -0.74 1.99 -0.65
H -1.00 -2.21 0.18
H -0.28 -1.37 -1.07
H -1.23 -0.04 1.60
H -2.31 1.24 1.33
H -2.68 0.05 -0.97
H -2.92 -0.85 0.57
H 3.91 -0.02 -1.54

***

No. 10
19
Properties=species:S:1:pos:R:3 method="wB97M-V/def2-TZVPD" lumo_energy_ev="-1.95 / -2.00" orbital_gap_ha="0.2164 / 0.2148" e_tot_ha=-783.08389 homo_ev="-7.843 / -7.843" e_above_lowest_kj_mol=453.00
C -0.21 -1.05 -0.88
C 0.10 0.31 1.02
C -1.24 -0.49 1.09
C 0.70 -0.01 -0.35
C 0.75 1.09 -1.47
C 2.13 -0.58 -0.17
O -3.59 0.20 0.03
O -1.18 -1.30 -0.10
S -4.69 -0.76 0.42
H -0.24 1.30 1.07
H 0.85 0.23 1.78
H -1.22 -1.05 2.05
H -2.16 0.19 1.03
H 1.15 0.60 -2.44
H 1.46 1.79 -1.17
H -0.30 1.47 -1.54
H 2.73 0.32 -0.03
H 2.55 -1.13 -1.07
H 2.41 -1.13 0.75

***

No. 11
20
Properties=species:S:1:pos:R:3 method="wB97M-V/def2-TZVPD" lumo_energy_ev="-1.08 / -0.69" orbital_gap_ha="0.2558 / 0.2695" e_tot_ha=-1181.34210 homo_ev="-8.043 / -8.019" smiles="CC(=O)/C(C)=S1#S(=O)CC/1" e_above_lowest_kj_mol=350.08
C -0.92 0.65 0.87
C 0.51 0.09 -1.98
C -0.28 -0.96 -2.74
C 0.38 0.03 0.89
C -1.06 1.57 2.05
C 1.18 0.05 2.14
O -1.76 0.47 -0.01
O -0.53 -3.59 -2.37
S 1.08 -0.84 -0.46
S 0.54 -2.57 -2.35
H 1.42 0.47 -2.44
H -0.07 0.95 -1.73
H -1.25 -0.71 -2.28
H -0.21 -0.89 -3.85
H -2.01 1.95 2.26
H -0.36 2.36 1.99
H -0.85 0.84 2.79
H 2.06 -0.59 1.85
H 0.80 -0.39 3.02
H 1.33 1.12 2.35

***

No. 12
19
Properties=species:S:1:pos:R:3 method="wB97M-V/def2-TZVPD" lumo_energy_ev=0.49 orbital_gap_ha=0.3781 e_tot_ha=-460.32215 homo_ev=-9.799 smiles="CCC(=O)[C@H](O)C(C)=O" e_above_lowest_kj_mol=74.21
O -0.39 1.71 -1.70
O -1.06 -0.97 1.01
O 0.47 1.08 1.75
C -0.44 1.67 -0.48
C -0.19 -0.65 0.18
C -1.39 2.64 0.22
C 0.41 0.75 0.35
C 1.25 -2.71 -0.30
C 0.32 -1.64 -0.88
H -0.33 0.79 2.25
H -0.85 3.46 0.58
H -2.16 2.99 -0.49
H -1.86 2.16 1.10
H 1.43 0.69 -0.04
H 1.65 -3.26 -1.16
H 2.05 -2.21 0.29
H 0.72 -3.38 0.38
H -0.52 -2.11 -1.44
H 0.88 -1.03 -1.61

***

No. 13
20
Properties=species:S:1:pos:R:3 method="wB97M-V/def2-TZVPD" lumo_energy_ev=0.65 orbital_gap_ha=0.4048 e_tot_ha=-858.42751 homo_ev=-10.368 smiles="C[C@@]12CS(=O)(=O)C[C@]1(C)O2" e_above_lowest_kj_mol=161.32
C -0.94 -1.28 0.23
C -1.07 1.42 0.06
C 0.44 -0.67 0.31
C 0.39 0.84 0.27
C 1.38 -1.72 -0.35
C 1.62 1.58 -0.19
O -3.27 -0.11 0.81
O -2.49 0.02 -1.58
O 0.50 0.11 1.49
S -2.24 0.01 -0.16
H -1.19 -2.12 -0.53
H -1.27 -1.68 1.30
H -1.16 1.99 1.03
H -1.22 2.02 -0.74
H 2.40 -1.48 -0.13
H 1.21 -1.64 -1.36
H 1.18 -2.61 0.14
H 1.79 2.35 0.68
H 1.36 1.98 -1.09
H 2.57 0.98 -0.19

***

No. 14
20
Properties=species:S:1:pos:R:3 method="wB97M-V/def2-TZVPD" lumo_energy_ev=0.19 orbital_gap_ha=0.3455 e_tot_ha=-858.34778 homo_ev=-9.207 e_above_lowest_kj_mol=370.66
C -1.73 0.32 -0.30
C -0.99 1.43 -0.26
C 0.43 -2.78 0.87
C 1.88 -1.15 -0.67
C -0.40 3.66 0.24
C 0.95 -2.05 -0.34
O 0.38 1.34 -0.36
O -2.89 -1.84 0.49
O -1.42 2.70 -0.03
S -2.62 -0.94 -0.63
H -0.53 -2.47 0.90
H 0.65 -3.88 0.58
H 1.07 -2.43 1.67
H 2.04 -0.73 -1.74
H 0.81 0.42 -0.20
H 2.51 -0.83 0.15
H 0.07 3.47 1.18
H -0.89 4.63 -0.10
H 0.39 3.63 -0.43
H 0.29 -2.51 -1.04